Arrangement P

Here is the molecule C7H14 from the OMol25 dataset. Energies are from ωB97M-V with the def2-TZVPD basis set.

```
21
C7H14, DFT ωB97M-V with the def2-TZVPD basis set
C -0.4124 1.7515 -1.2720
C -0.5669 0.2783 -1.3700
C 1.0732 -0.6353 -0.2068
C 1.9598 0.2918 0.6179
C -0.4942 -0.4616 -0.0817
C -0.9553 0.2125 1.2179
C -1.1607 -1.8370 -0.2045
H -1.4674 2.0579 -1.3958
H 0.1108 2.1751 -2.1359
H -0.0535 2.2173 -0.3416
H 1.3409 -0.5297 -1.2746
H 1.2972 -1.6833 0.0230
H 3.0111 0.0498 0.4267
H 1.7833 0.1832 1.6929
H 1.8184 1.3462 0.3572
H -0.7604 -0.4301 2.0848
H -2.0391 0.3770 1.1759
H -0.4807 1.1787 1.4078
H -0.8250 -2.3381 -1.1174
H -0.9289 -2.4718 0.6614
H -2.2502 -1.7323 -0.2654
```

Summary:
HOMO energy   -7.92 eV
Spin multiplicity   1
Gap between HOMO and LUMO   0.3232 Eh


Arrangement Q

Here is a 2-piece molecular cluster, C7H14 overall from the OMol25 dataset. Energies are from ωB97M-V with the def2-TZVPD basis set.

```
21
C7H14, DFT ωB97M-V with the def2-TZVPD basis set
C -2.7262 0.2000 0.2604
C -1.7345 1.0820 -0.5190
C -0.6198 0.1678 -0.9000
C 0.5483 0.0877 -0.1315
C 0.9586 0.8856 0.9965
C 1.7815 -0.5054 -0.3961
C 1.9233 -1.9659 -0.9685
H -2.9967 -0.7807 -0.2233
H -2.2189 -0.0946 1.2408
H -3.7603 0.6108 0.4668
H -1.2860 1.9045 0.0699
H -2.3594 1.5777 -1.3042
H -1.0678 -0.7661 -1.2645
H 1.1595 0.7872 5.8697
H 0.1527 1.1451 1.8208
H 1.9561 1.1086 1.1492
H 2.6660 0.1304 -0.5516
H 1.0577 1.5112 6.0690
H 2.7657 -2.4652 -0.4839
H 2.1459 -1.8540 -2.0338
H 0.9975 -2.5262 -0.8755
```

Summary:
HOMO energy   -6.55 eV
Spin multiplicity   1
Gap between HOMO and LUMO   0.2166 Eh


Arrangement R

Here is a 2-piece molecular cluster, C7H14 overall from the OMol25 dataset. Energies are from ωB97M-V with the def2-TZVPD basis set.

```
21
C7H14, DFT ωB97M-V with the def2-TZVPD basis set
C 1.0082 0.1741 1.3870
C 1.3275 -0.8165 0.5540
C 1.1732 -0.6866 -0.9388
C 1.8707 -2.1332 1.0425
H 1.1297 0.0718 2.4634
H 0.6164 1.1197 1.0181
H 2.1451 -0.7797 -1.4406
H 0.5336 -1.4873 -1.3338
H 0.7319 0.2764 -1.2145
H 1.2397 -2.9650 0.7038
H 2.8755 -2.3132 0.6390
H 1.9279 -2.1680 2.1345
C -1.3788 2.5219 -1.0331
C -1.8580 1.6578 -0.1420
C -2.1764 0.2189 -0.4215
H -1.1665 3.5552 -0.7714
H -1.1885 2.2272 -2.0641
H -2.0353 1.9978 0.8796
H -1.5960 -0.4352 0.2409
H -1.9419 -0.0451 -1.4581
H -3.2380 0.0089 -0.2447
```

Summary:
HOMO energy   -9.26 eV
Spin multiplicity   1
Gap between HOMO and LUMO   0.3795 Eh


Arrangement S

Here is a 2-piece molecular cluster, C7H14 overall from the OMol25 dataset. Energies are from ωB97M-V with the def2-TZVPD basis set.

```
21
C7H14, DFT ωB97M-V with the def2-TZVPD basis set
C 0.2006 -1.3045 0.3473
C 1.3069 -0.6936 -0.0851
C 1.3303 0.6697 -0.7177
C 0.3619 1.6330 -0.0126
C -1.1158 1.4632 -0.3872
C -1.8275 0.2365 0.1849
C -1.1672 -1.0704 -0.2272
H 0.2414 -2.0382 1.1479
H 2.2857 -1.1328 0.0779
H 2.3496 1.0566 -0.5915
H 1.1446 0.6432 -1.8002
H 0.4844 1.5120 1.0738
H 0.6592 2.6617 -0.2464
H -1.1845 1.4253 -1.4842
H -1.6645 2.3567 -0.0688
H -1.8568 0.2871 1.2816
H -2.8680 0.2324 -0.1634
H -1.7957 -1.9248 0.0485
H -1.0693 -1.1051 -1.3218
H 1.8663 -2.7382 1.3999
H 2.3184 -2.1697 1.5442
```

Summary:
HOMO energy   -8.84 eV
Spin multiplicity   1
Gap between HOMO and LUMO   0.3674 Eh


arrangement R comes first in stability; the runner-up is 62.3 kJ/mol higher.


Arrangement P

Here is the molecule C11H12N2O2 from the OMol25 dataset. Energies are from ωB97M-V with the def2-TZVPD basis set.

```
27
C11H12N2O2, DFT ωB97M-V with the def2-TZVPD basis set
N 2.6376 -1.8380 0.8470
C 1.9728 -0.7107 0.2423
C 1.1062 0.1086 1.2413
C -0.1116 0.5887 0.6237
C -0.4631 1.8508 0.6617
N -1.7111 2.0277 0.0598
C -2.3081 0.7819 -0.0550
C -3.5578 0.4025 -0.5122
C -3.7414 -0.9493 -0.5852
C -2.7900 -1.9295 -0.2213
C -1.4586 -1.4338 0.0231
C -1.2254 -0.1115 0.1973
C 2.7878 0.3080 -0.6281
O 2.7714 1.4592 -0.4506
O 3.7636 -0.2538 -1.3593
H 2.9820 -2.5675 0.2704
H 3.2960 -1.6004 1.5601
H 1.3034 -1.1506 -0.5273
H 1.7160 0.8304 1.8142
H 0.8044 -0.7196 1.8718
H 0.1277 2.7358 0.8383
H -2.1019 2.9296 -0.2353
H -4.3747 1.1373 -0.4524
H -4.5201 -1.4231 -0.9210
H -3.0016 -2.9361 -0.5527
H -0.5805 -2.0894 0.2471
H 4.3186 0.4495 -1.7073
```

Summary:
HOMO energy   -7.83 eV
Spin multiplicity   1
Gap between HOMO and LUMO   0.3153 Eh


Arrangement Q

Here is the molecule C11H12N2O2 from the OMol25 dataset. Energies are from ωB97M-V with the def2-TZVPD basis set.

```
27
C11H12N2O2, DFT ωB97M-V with the def2-TZVPD basis set
C 4.0714 1.0449 -0.8858
C 3.5436 1.0809 0.5454
O 2.1414 1.2534 0.6046
C 1.3140 0.2124 0.3304
C 1.7096 -1.1014 0.0936
C 0.7526 -2.0729 -0.1512
C -0.5921 -1.7650 -0.1624
C -1.0023 -0.4512 0.0754
C -2.4145 -0.0979 0.0661
C -3.0116 1.1048 -0.1543
C -4.4461 0.9342 -0.0512
O -5.3712 1.7025 -0.2085
N -4.5981 -0.3995 0.3143
N -3.3819 -1.0671 0.2371
C -0.0453 0.5241 0.3192
H 3.7874 1.9568 -1.4049
H 5.1551 0.9674 -0.8746
H 3.6618 0.1986 -1.4318
H 3.8482 0.1839 1.0987
H 3.9437 1.9558 1.0654
H 2.7501 -1.3843 0.0986
H 1.0715 -3.0877 -0.3388
H -1.3217 -2.5299 -0.3792
H -2.5398 2.0290 -0.4144
H -5.4524 -0.9190 0.1843
H -3.2372 -1.8147 0.9047
H -0.3363 1.5422 0.5191
```

Summary:
HOMO energy   -8.45 eV
Spin multiplicity   1
Gap between HOMO and LUMO   0.3267 Eh


Arrangement R

Here is the molecule C11H12N2O2 from the OMol25 dataset. Energies are from ωB97M-V with the def2-TZVPD basis set.

```
27
C11H12N2O2, DFT ωB97M-V with the def2-TZVPD basis set
C 0.2369 -2.6752 -1.2437
C 1.2298 -1.7790 -0.9669
C -0.9544 -2.5633 -0.5944
C 1.1173 -0.7673 0.0213
C -1.1438 -1.4689 0.3177
C -0.0657 -0.6865 0.7009
C 0.3199 1.7944 -2.1762
C 0.1222 1.6514 1.5201
C -0.1123 0.3346 1.7364
C 0.3389 1.2964 -3.5250
C -0.7297 0.0987 3.1109
N 0.6098 1.8482 -1.0440
N 0.7962 2.1739 0.2120
O -0.1274 2.6510 2.2112
O -2.0862 0.6699 3.2781
H 0.6406 -3.5294 -1.8264
H 2.2443 -1.8739 -1.4560
H -1.6522 -3.3585 -0.5871
H 1.9887 -0.2297 0.3293
H -2.1250 -1.4372 0.8062
H -0.6950 1.2957 -4.0779
H 0.6855 0.3241 -3.4221
H 1.0570 2.0217 -3.9993
H 0.0148 0.4031 3.8468
H -0.8316 -0.9103 3.4430
H 1.3053 3.1226 0.3378
H -2.1836 1.5935 3.0474
```

Summary:
HOMO energy   -6.83 eV
Spin multiplicity   1
Gap between HOMO and LUMO   0.2405 Eh


Arrangement S

Here is the molecule C11H12N2O2 from the OMol25 dataset. Energies are from ωB97M-V with the def2-TZVPD basis set.

```
27
C11H12N2O2, DFT ωB97M-V with the def2-TZVPD basis set
N 2.0734 0.4167 -1.6978
C 1.5865 1.6529 -1.0840
C 0.0236 1.6661 -1.0729
C -0.4361 0.8492 0.0540
C -0.7545 1.3139 1.3054
N -1.6683 0.4400 1.8521
C -1.6408 -0.7077 1.0585
C -2.2510 -1.9361 1.2856
C -1.7977 -3.0383 0.4195
C -0.8634 -2.8515 -0.7070
C -0.4060 -1.5398 -0.8554
C -0.8621 -0.5526 -0.0727
C 2.1121 1.8677 0.3476
O 1.7332 2.5716 1.2449
O 2.8532 0.7786 0.6811
H 2.1945 -0.5233 -1.2839
H 1.7831 0.2323 -2.5675
H 1.9105 2.4662 -1.6331
H -0.2483 2.7054 -0.7839
H -0.5642 1.4287 -2.0053
H -0.4056 2.2900 1.6207
H -1.9304 0.5145 2.8524
H -2.6615 -2.0399 2.2496
H -2.3348 -4.0330 0.5189
H -0.6938 -3.4180 -1.6327
H 0.1874 -1.3708 -1.7086
H 3.0611 0.8174 1.6147
```

Summary:
HOMO energy   -7.58 eV
Spin multiplicity   1
Gap between HOMO and LUMO   0.3071 Eh


arrangement Q comes first in stability; the runner-up is 33.9 kJ/mol higher.


Arrangement P

Here is a 2-piece molecular cluster, C6H9O2 overall from the OMol25 dataset. Energies are from ωB97M-V with the def2-TZVPD basis set.

```
17
C6H9O2, DFT ωB97M-V with the def2-TZVPD basis set
O 1.4250 0.6910 -1.0027
C 1.9797 0.1502 0.0057
O 3.1519 0.3740 0.4412
C 1.1349 -0.6502 1.0122
C -0.4672 -0.3324 0.9251
C -1.2402 -0.4820 -0.4015
C -3.3745 0.3859 -0.9560
C -2.6788 -0.4531 -0.1955
H 1.5550 -0.4969 2.1008
H 1.4883 -1.6882 0.7567
H -0.5762 0.8095 1.1684
H -1.1470 -0.6561 1.7178
H -1.1024 0.1972 -1.2259
H -0.9563 -1.4942 -0.8857
H -4.4993 0.3307 -0.9092
H -2.9181 1.0697 -1.6829
H -0.5826 1.6971 1.1123
```

Summary:
Net charge   -1
HOMO energy   -2.73 eV
Spin multiplicity   1
Gap between HOMO and LUMO   0.1240 Eh


Arrangement Q

Here is a 2-piece molecular cluster, C6H9O2 overall from the OMol25 dataset. Energies are from ωB97M-V with the def2-TZVPD basis set.

```
17
C6H9O2, DFT ωB97M-V with the def2-TZVPD basis set
O 0.2548 1.2934 2.0818
C 0.3897 1.6312 0.8921
O 0.0598 2.7100 0.3707
C 1.8007 1.0050 0.1915
C 0.6181 0.3775 -0.2612
C 0.5329 -1.1675 -0.0429
C -1.4982 -1.2705 -1.4452
C -0.4821 -1.9769 -0.8969
H 2.3745 1.6198 -0.5018
H 2.4463 0.5742 0.9416
H -2.5899 -0.0973 1.0144
H 0.0623 0.6835 -1.1319
H 0.4218 -1.2159 1.0521
H 1.4551 -1.7040 -0.2938
H -1.5727 -0.2294 -1.1251
H -2.2398 -1.6984 -2.1078
H -2.0331 -0.5347 1.2623
```

Summary:
Net charge   -1
HOMO energy   -2.68 eV
Spin multiplicity   1
Gap between HOMO and LUMO   0.1880 Eh


arrangement Q comes first in stability; the runner-up is 136.1 kJ/mol higher.


Arrangement P

Here is a 2-piece molecular cluster, C3H9N2 overall from the OMol25 dataset. Energies are from ωB97M-V with the def2-TZVPD basis set.

```
14
C3H9N2, DFT ωB97M-V with the def2-TZVPD basis set
N -1.5267 -0.1518 0.1552
C -1.5602 0.1887 -1.1033
N -0.5216 0.5897 -1.8038
H -0.6455 -0.1476 0.6842
H -2.3897 -0.4528 0.5791
H -2.5031 0.1207 -1.6327
H -0.5494 0.5475 -2.8056
H 0.3604 0.7210 -1.3303
C 1.2866 -0.1214 1.8051
C 1.8320 -0.3681 0.6019
H 1.2919 0.8983 2.1688
H 0.7869 -0.8994 2.3703
H 2.5427 0.3627 0.2319
H 1.5958 -1.2875 0.0792
```

Summary:
Net charge   +1
HOMO energy   -14.26 eV
Spin multiplicity   1
Gap between HOMO and LUMO   0.3881 Eh


Arrangement Q

Here is a 2-piece molecular cluster, C3H9N2 overall from the OMol25 dataset. Energies are from ωB97M-V with the def2-TZVPD basis set.

```
14
C3H9N2, DFT ωB97M-V with the def2-TZVPD basis set
C 0.5966 0.2677 -0.9287
N 0.1560 1.1533 -1.9394
H 1.4672 0.6024 -0.3529
H 0.7445 -0.7111 -1.3856
H 0.8358 1.2575 -2.6832
H -0.1707 2.0498 -1.6106
C -1.0374 0.3968 0.3740
C -0.0245 -0.2562 1.1173
N 0.0143 -1.5974 1.5344
H -1.1494 1.4808 0.4762
H -1.9031 -0.2268 0.1158
H 0.9455 0.2216 1.4401
H 0.3385 -1.5724 2.4964
H 0.6005 -2.2324 1.0083
```

Summary:
Net charge   +1
HOMO energy   -14.26 eV
Spin multiplicity   1
Gap between HOMO and LUMO   0.3347 Eh


arrangement P comes first in stability; the runner-up is 306.0 kJ/mol higher.


Arrangement P

Here is a 2-piece molecular cluster, C3H9N2 overall from the OMol25 dataset. Energies are from ωB97M-V with the def2-TZVPD basis set.

```
14
C3H9N2, DFT ωB97M-V with the def2-TZVPD basis set
C 0.7216 -2.4702 -1.2130
N 0.2412 -1.2955 -1.2721
H 0.4237 -3.4553 -0.9791
H 1.7309 -2.3448 -1.7336
H 0.7415 -0.8510 -2.0919
H -0.3008 -0.4224 0.6332
C -0.1297 1.5033 1.8114
C -0.9125 1.1474 -0.4659
N -0.1907 0.7661 0.5031
H -0.1622 2.5743 1.6997
H 0.8883 1.0734 2.3056
H -0.9612 1.1389 2.5497
H -1.2273 0.3327 -0.9639
H -0.8627 2.3030 -0.7833
```

Summary:
Net charge   +1
HOMO energy   -13.97 eV
Spin multiplicity   1
Gap between HOMO and LUMO   0.3290 Eh


Arrangement Q

Here is a 2-piece molecular cluster, C3H9N2 overall from the OMol25 dataset. Energies are from ωB97M-V with the def2-TZVPD basis set.

```
14
C3H9N2, DFT ωB97M-V with the def2-TZVPD basis set
C -1.3090 -1.6824 -1.6160
C -1.0227 -0.5977 -0.6481
C 1.8822 1.5260 1.3737
N -0.1796 0.2402 -0.2004
N -2.0020 -1.4118 -0.3256
H -1.7498 -1.2549 -2.4915
H -0.6422 -2.4978 -1.6012
H 1.1741 1.5681 2.1067
H 1.4699 1.5657 0.4569
H 2.6769 2.2355 1.5177
H 0.6681 0.5299 -0.7840
H -0.2268 0.7051 0.7019
H 2.1526 0.4333 1.4513
H -2.8916 -1.3593 0.0586
```

Summary:
Net charge   +1
HOMO energy   -16.14 eV
Spin multiplicity   1
Gap between HOMO and LUMO   0.4479 Eh


Arrangement R

Here is an isolated ion of composition C3H9N2 and charge +1 from the OMol25 dataset. Energies are from ωB97M-V with the def2-TZVPD basis set.

```
14
C3H9N2, DFT ωB97M-V with the def2-TZVPD basis set
C -0.8671 -1.3689 0.1632
C -0.3557 -0.0244 -0.2407
C 2.0210 0.0377 -0.0483
N 0.7896 0.2707 0.5245
N -1.3871 0.9720 0.0865
H -1.3269 -1.5031 1.0885
H -0.5338 -2.2468 -0.3353
H -0.1729 0.1933 -1.4134
H 2.1102 -0.0972 -1.1347
H 2.3978 1.0585 0.3271
H 2.5792 -0.8509 0.4710
H -1.4936 1.7003 -0.5442
H -1.5084 1.4676 0.9594
H -2.2524 0.3912 0.0965
```

Summary:
Net charge   +1
HOMO energy (spin up / spin down)   -13.90 / -13.92 eV
Spin multiplicity   1
Gap between HOMO and LUMO (spin up / spin down)   0.3256 / 0.3326 Eh


arrangement Q comes first in stability; the runner-up is 151.2 kJ/mol higher.


Arrangement P

Here is a 2-piece molecular cluster, C3H9N2 overall from the OMol25 dataset. Energies are from ωB97M-V with the def2-TZVPD basis set.

```
14
C3H9N2, DFT ωB97M-V with the def2-TZVPD basis set
C -2.0282 0.8529 -0.8748
C -0.6609 0.1637 -0.9205
C 0.1454 0.3063 0.1574
N 2.4554 -0.8970 2.7644
N -0.4735 -0.6974 -2.1349
H -2.2210 0.9691 -1.9450
H -2.7830 0.1392 -0.5736
H -1.9691 1.7506 -0.4083
H 0.4828 1.2956 0.5527
H 1.9975 -1.6195 3.2678
H 3.2177 -0.3999 3.2343
H 1.9892 -0.3866 1.9701
H 0.3402 -1.3312 -2.1276
H -0.4926 -0.1455 -2.9619
```

Summary:
Net charge   +1
HOMO energy   -12.28 eV
Spin multiplicity   1
Gap between HOMO and LUMO   0.1579 Eh


Arrangement Q

Here is a 2-piece molecular cluster, C3H9N2 overall from the OMol25 dataset. Energies are from ωB97M-V with the def2-TZVPD basis set.

```
14
C3H9N2, DFT ωB97M-V with the def2-TZVPD basis set
C 1.4089 1.8939 0.0140
N 0.3258 1.4666 0.5530
H 1.9313 2.5350 0.7244
H 1.5965 1.7907 -1.0526
H -0.0876 1.6543 1.4617
H -0.2129 0.8258 -0.0430
C -1.7461 -0.6671 -0.2962
C -0.7938 -1.6585 -0.2436
N 0.5700 -1.3756 -0.0579
H -2.4012 -0.4308 -1.1101
H -1.8606 -0.0520 0.5927
H -0.9470 -2.7430 -0.2754
H 0.9432 -2.1836 0.4323
H 1.2737 -1.0555 -0.6994
```

Summary:
Net charge   +1
HOMO energy   -11.94 eV
Spin multiplicity   1
Gap between HOMO and LUMO   0.2394 Eh


arrangement Q comes first in stability; the runner-up is 136.8 kJ/mol higher.


Arrangement P

Here is C2H3N3O2S as an isolated structure from the OMol25 dataset. Energies are from ωB97M-V with the def2-TZVPD basis set.

```
11
C2H3N3O2S, DFT ωB97M-V with the def2-TZVPD basis set
C 0.5821 1.1349 -0.7635
C -0.6167 -0.2188 0.1937
H 1.5498 2.0982 -2.4779
H -0.0463 2.8437 -1.8729
H 1.1768 -2.3789 0.7373
N 0.9900 2.2774 -1.2758
N -0.5246 1.1295 0.0475
N 0.4874 -0.9687 -0.2442
O 1.3379 -1.3009 0.8367
O 1.2344 -0.0714 -0.9217
S -1.8575 -0.8843 1.1262
```

Summary:
HOMO energy   -8.43 eV
Spin multiplicity   1
Gap between HOMO and LUMO   0.2749 Eh


Arrangement Q

Here is the molecule C2H3N3O2S from the OMol25 dataset. Energies are from ωB97M-V with the def2-TZVPD basis set.

```
11
C2H3N3O2S, DFT ωB97M-V with the def2-TZVPD basis set
H 2.8111 0.2897 -1.3180
N 1.8941 -0.3993 -1.2035
C 0.9671 -0.0316 -0.5512
N 0.0067 -1.0095 -0.1814
N -0.5805 -0.2299 1.0475
O -1.8247 -0.6979 1.2057
C -0.4859 1.1027 0.5187
S -1.6913 2.3485 0.5912
O 0.5352 1.1576 -0.3150
H 0.4756 -1.9540 -0.0432
H -2.1075 -0.5764 0.2491
```

Summary:
HOMO energy   -9.48 eV
Spin multiplicity   1
Gap between HOMO and LUMO   0.3274 Eh


arrangement Q comes first in stability; the runner-up is 192.6 kJ/mol higher.